Entry 1:
Below is a molecular structure, C33H54ClN6O2P3PdS2, with properties calculated with ωB97M-V/def2-TZVPD.

Positions of all 102 atoms, in Å:
Pd: -1.36 -1.98 0.97
C: -4.80 -3.08 1.27
P: -3.03 -3.27 1.63
C: -3.05 -3.54 3.43
C: -2.57 -4.92 0.96
C: -1.06 -5.07 1.03
P: -0.07 -3.65 0.17
C: -0.51 -4.05 -1.54
C: 1.53 -4.50 0.47
H: -5.39 -3.87 1.74
H: -4.98 -3.10 0.19
H: -5.14 -2.12 1.65
H: -3.67 -4.40 3.71
H: -3.46 -2.65 3.91
H: -2.04 -3.68 3.80
H: -2.90 -4.99 -0.08
H: -3.09 -5.71 1.52
H: -0.73 -6.00 0.56
H: -0.72 -5.11 2.07
H: -0.28 -5.09 -1.76
H: 0.06 -3.41 -2.22
H: -1.57 -3.87 -1.72
H: 1.46 -5.58 0.39
H: 1.86 -4.24 1.48
H: 2.27 -4.11 -0.22
N: 0.64 -2.11 0.15
P: 1.10 -0.80 -0.61
N: 2.54 -0.97 -1.41
C: 3.81 -0.90 -0.66
C: 4.70 -2.09 -0.98
C: 5.09 -2.10 -2.46
C: 3.93 -1.57 -3.33
C: 2.59 -1.77 -2.64
N: 0.09 -0.36 -1.85
C: 0.46 0.81 -2.68
C: -0.08 0.67 -4.10
C: -1.60 0.50 -4.07
C: -1.94 -0.70 -3.19
C: -1.36 -0.53 -1.79
N: 1.43 0.37 0.50
C: 1.18 0.27 1.94
C: 0.87 1.64 2.51
C: 2.07 2.58 2.38
C: 2.85 2.30 1.08
C: 1.94 1.68 0.03
H: 3.59 -0.86 0.41
H: 4.33 0.03 -0.91
H: 4.17 -3.01 -0.72
H: 5.59 -2.05 -0.34
H: 5.36 -3.11 -2.76
H: 5.97 -1.48 -2.61
H: 3.92 -2.06 -4.30
H: 4.06 -0.50 -3.51
H: 2.44 -2.84 -2.43
H: 1.78 -1.46 -3.29
H: 1.55 0.88 -2.71
H: 0.08 1.72 -2.23
H: 0.38 -0.18 -4.60
H: 0.20 1.57 -4.65
H: -1.99 0.37 -5.08
H: -2.06 1.40 -3.65
H: -1.54 -1.61 -3.65
H: -3.03 -0.82 -3.11
H: -1.63 -1.43 -1.22
H: -1.82 0.34 -1.31
H: 2.06 -0.16 2.44
H: 0.36 -0.43 2.11
H: 0.58 1.55 3.56
H: 0.01 2.05 1.97
H: 2.74 2.46 3.24
H: 1.72 3.62 2.39
H: 3.68 1.62 1.28
H: 3.26 3.22 0.67
H: 2.49 1.54 -0.89
H: 1.11 2.35 -0.20
O: 2.45 4.57 -1.37
S: 1.15 5.19 -1.46
O: 0.94 6.16 -2.51
N: -0.01 4.03 -1.49
C: -0.73 4.02 -0.39
S: -1.90 2.88 0.00
C: -0.36 5.12 0.58
C: -0.92 5.41 1.81
C: -0.39 6.46 2.55
C: 0.68 7.20 2.06
C: 1.24 6.91 0.83
C: 0.70 5.86 0.11
H: -1.76 4.81 2.17
H: -0.82 6.71 3.51
H: 1.07 8.02 2.65
H: 2.08 7.48 0.44
Cl: -6.08 1.40 0.64
C: -4.61 1.13 1.52
C: -4.35 1.81 2.70
C: -3.16 1.56 3.34
C: -2.27 0.65 2.79
N: -2.54 -0.02 1.66
C: -3.68 0.23 1.04
H: -5.07 2.52 3.08
H: -2.90 2.08 4.25
H: -1.32 0.44 3.25
H: -3.87 -0.31 0.11

Summary:
charge: 0
2S+1: 1
Kohn-Sham gap: 7.55 eV



Entry 2:
Below is a molecular structure, C33H54N5P2SeV, with properties calculated with ωB97M-V/def2-TZVPD.

Positions of all 96 atoms, in Å:
V: 0.45 0.01 1.76
C: -1.07 0.15 4.49
C: -0.92 1.57 3.97
N: 0.31 1.73 3.17
C: 1.57 1.82 3.94
C: 2.10 0.46 4.38
N: 1.90 -0.61 3.37
C: 1.43 -1.88 3.98
C: -0.10 -2.05 3.92
N: -0.79 -0.84 3.42
H: -2.08 0.02 4.89
H: -0.39 -0.03 5.32
H: -0.94 2.28 4.81
H: -1.75 1.80 3.31
H: 0.22 2.58 2.64
H: 1.45 2.46 4.82
H: 2.29 2.30 3.28
H: 1.62 0.15 5.30
H: 3.16 0.56 4.62
H: 2.78 -0.80 2.90
H: 1.80 -1.94 5.01
H: 1.88 -2.70 3.42
H: -0.49 -2.35 4.89
H: -0.32 -2.83 3.20
H: -1.67 -1.14 3.01
C: 3.46 -0.54 -0.53
P: 2.26 0.72 0.00
C: 1.29 0.97 -1.55
N: 1.94 0.91 -2.68
C: 1.25 1.08 -3.83
C: 1.92 0.98 -5.07
C: 1.22 1.15 -6.23
C: -0.18 1.41 -6.20
C: -0.84 1.51 -5.02
C: -0.14 1.34 -3.80
N: -0.80 1.41 -2.62
C: -0.13 1.21 -1.52
P: -1.05 1.23 0.08
C: -1.15 3.04 0.38
C: -2.83 0.81 -0.29
C: -3.48 0.61 1.09
C: -3.59 1.90 -1.04
C: -2.90 -0.50 -1.06
C: 3.35 2.25 0.11
C: 4.35 2.01 1.25
C: 2.47 3.46 0.44
C: 4.13 2.56 -1.17
H: 3.88 -0.28 -1.50
H: 2.95 -1.50 -0.59
H: 4.26 -0.62 0.21
H: 2.98 0.78 -5.07
H: 1.72 1.07 -7.18
H: -0.71 1.54 -7.13
H: -1.91 1.70 -4.97
H: -1.49 3.57 -0.51
H: -0.18 3.44 0.66
H: -1.86 3.24 1.19
H: -3.47 1.51 1.70
H: -3.00 -0.20 1.64
H: -4.53 0.33 0.95
H: -3.66 2.83 -0.47
H: -4.62 1.55 -1.20
H: -3.15 2.11 -2.01
H: -2.39 -1.31 -0.53
H: -2.47 -0.41 -2.05
H: -3.95 -0.79 -1.17
H: 3.86 1.69 2.17
H: 4.89 2.94 1.45
H: 5.09 1.26 0.98
H: 1.91 3.31 1.37
H: 1.76 3.66 -0.36
H: 3.09 4.35 0.56
H: 4.79 1.75 -1.45
H: 4.75 3.45 -0.99
H: 3.48 2.77 -2.01
C: -3.69 -4.56 -3.36
C: -2.66 -4.03 -2.41
C: -2.81 -4.13 -1.04
C: -1.86 -3.63 -0.15
C: -2.13 -3.78 1.32
C: -0.71 -3.00 -0.65
Se: 0.64 -2.32 0.56
C: -0.52 -2.91 -2.03
C: 0.69 -2.30 -2.67
C: -1.50 -3.42 -2.88
H: -4.53 -4.99 -2.83
H: -3.27 -5.33 -4.01
H: -4.07 -3.77 -4.01
H: -3.69 -4.61 -0.64
H: -3.03 -4.37 1.49
H: -2.28 -2.80 1.78
H: -1.29 -4.26 1.83
H: 1.30 -1.76 -1.95
H: 0.40 -1.63 -3.48
H: 1.32 -3.08 -3.11
H: -1.35 -3.33 -3.96

Summary:
<S²>: 3.765
charge: +1
2S+1: 4
Kohn-Sham gap (alpha / beta): 6.55 / 6.60 eV



Entry 3:
Below is a molecular structure, C33H55AgN2O16 at a distorted geometry, with properties calculated with ωB97M-V/def2-TZVPD.

Positions of all 107 atoms, in Å:
Ag: 5.32 -1.22 4.36
N: 2.25 0.25 1.01
O: 2.55 -0.23 -0.03
O: 3.08 0.26 1.91
O: 1.10 0.54 1.19
C: -3.58 -2.41 -3.44
C: -2.85 -3.27 -4.51
C: -2.94 -4.78 -4.10
C: -4.27 -5.48 -4.28
C: -4.62 -5.41 -5.81
C: -4.68 -3.96 -6.28
N: -3.40 -3.22 -5.92
O: -3.26 -1.90 -6.51
C: -4.64 -4.02 -7.86
C: -6.00 -3.18 -5.81
C: -1.36 -2.90 -4.39
H: -4.56 -2.69 -3.05
H: -3.57 -1.34 -3.67
H: -3.09 -2.46 -2.46
H: -2.22 -5.36 -4.67
H: -2.92 -4.83 -3.01
H: -5.04 -4.98 -3.68
H: -4.32 -6.48 -3.85
H: -5.58 -5.89 -5.98
H: -4.11 -6.12 -6.45
H: -5.50 -4.59 -8.21
H: -4.70 -3.06 -8.36
H: -3.79 -4.62 -8.19
H: -6.94 -3.72 -5.93
H: -6.06 -3.16 -4.72
H: -6.12 -2.17 -6.20
H: -1.44 -1.85 -4.69
H: -0.90 -3.65 -5.04
H: -0.88 -3.03 -3.42
H: -3.87 -1.37 -6.00
O: 6.92 2.62 3.60
C: 7.27 3.67 3.06
O: 8.55 4.04 3.06
C: 8.77 5.31 2.41
C: 7.33 5.73 1.99
C: 6.39 4.62 2.32
H: 9.49 5.19 1.60
H: 9.12 6.03 3.15
H: 7.42 5.95 0.93
H: 6.97 6.61 2.53
H: 6.08 4.05 1.44
H: 5.50 4.94 2.86
O: 3.01 1.95 6.62
C: 2.20 2.84 6.97
O: 0.96 2.54 7.33
C: 0.18 3.75 7.46
C: 1.28 4.69 7.95
C: 2.48 4.35 7.04
H: -0.58 3.60 8.23
H: -0.36 3.86 6.52
H: 1.48 4.58 9.01
H: 0.98 5.72 7.75
H: 3.46 4.61 7.43
H: 2.24 4.75 6.06
O: 7.44 -5.11 -4.54
C: 6.49 -4.44 -4.23
O: 5.60 -4.94 -3.46
C: 4.59 -4.00 -3.24
C: 4.67 -3.08 -4.50
C: 6.12 -3.09 -4.76
H: 4.76 -3.49 -2.30
H: 3.60 -4.45 -3.37
H: 4.23 -2.11 -4.23
H: 4.13 -3.57 -5.31
H: 6.60 -2.34 -4.13
H: 6.42 -2.86 -5.78
O: 1.46 -3.06 4.69
C: 0.54 -3.67 4.09
O: -0.71 -3.55 4.43
C: -1.61 -4.26 3.56
C: -0.69 -5.29 2.92
C: 0.65 -4.57 2.83
H: -2.13 -3.59 2.87
H: -2.36 -4.80 4.14
H: -1.08 -5.73 2.00
H: -0.54 -6.16 3.56
H: 0.78 -3.99 1.91
H: 1.53 -5.19 3.00
O: -5.56 3.83 2.62
C: -4.89 2.78 2.74
O: -4.12 2.59 3.79
C: -3.24 1.47 3.56
C: -3.91 0.67 2.42
C: -4.67 1.73 1.64
H: -3.39 0.82 4.42
H: -2.20 1.76 3.41
H: -4.57 -0.05 2.91
H: -3.22 0.13 1.78
H: -5.62 1.30 1.31
H: -4.17 2.32 0.88
O: 0.78 7.09 2.47
C: -0.21 7.16 1.70
O: -1.07 8.13 1.72
C: -2.27 7.88 0.94
C: -1.84 6.83 -0.06
C: -0.53 6.18 0.54
H: -2.49 8.86 0.50
H: -2.99 7.52 1.67
H: -1.59 7.33 -0.99
H: -2.58 6.08 -0.34
H: 0.34 6.00 -0.08
H: -0.76 5.22 0.99

Summary:
<S²>: 0.757
charge: +1
2S+1: 2
Kohn-Sham gap (alpha / beta): 3.79 / 2.77 eV



Calculated relative energy (zero: lowest compared OMol25 entry of this formula, charge and spin) (kcal per mole), listed in the same order as above: 6.4, 0.0, 133.7